Density functional theory data (ωB97M-V with the def2-TZVPD basis set) for C18H54O18 as an isolated structure in a non-equilibrium geometry.

The geometry in XYZ format:
```
90
Properties=species:S:1:pos:R:3:forces:R:3
C 22.16428 14.31850 8.46754 0.00 2.71 1.84
C 20.73666 14.95219 8.46317 3.59 -2.00 3.18
O 20.35920 15.24588 9.80799 -1.00 2.54 -0.69
O 23.10223 15.28409 8.98985 0.46 0.06 -0.13
H 22.54897 14.10851 7.46954 -0.93 4.68 3.70
H 22.28532 13.42232 9.07610 -0.41 1.35 -0.97
H 20.06830 14.13737 8.18486 0.88 0.97 -1.44
H 20.62667 15.86256 7.87391 2.13 -1.35 2.41
H 20.55000 14.41934 10.25745 -0.01 2.03 0.38
H 22.96984 15.40207 9.93333 -0.35 0.07 0.02
C 20.00859 12.29011 6.52754 -3.22 2.69 -2.20
C 18.57731 12.80889 6.96086 -1.34 0.33 -2.59
O 17.54318 12.55051 5.99683 9.14 6.89 -6.68
O 20.49438 12.87724 5.33137 -3.96 -1.78 -1.61
H 19.97881 11.20245 6.46264 -0.22 -0.16 -0.24
H 20.84392 12.60163 7.15465 -3.24 1.68 -1.24
H 18.67322 13.86392 7.21739 0.14 -1.08 -0.73
H 18.25635 12.36780 7.90454 -1.28 0.71 -3.18
H 16.78845 12.22163 6.49061 0.89 3.33 -3.24
H 19.79809 12.65433 4.70920 1.51 -0.13 0.10
C 19.10947 12.83789 9.44130 1.11 -0.79 1.97
C 19.98469 12.66638 10.71124 -2.53 -1.12 1.10
O 21.21141 13.34287 10.58214 -0.49 -0.29 3.01
O 19.53867 11.87908 8.45814 0.29 -2.19 8.20
H 19.12117 13.87395 9.10287 -0.10 -0.73 0.66
H 18.04569 12.74412 9.65962 0.96 -0.44 0.84
H 20.13079 11.61271 10.94900 0.29 -0.34 -0.78
H 19.51856 12.95016 11.65480 -0.53 0.88 -0.21
H 21.76993 13.08990 11.32084 0.01 0.70 0.69
H 20.49533 11.88975 8.37881 1.60 -0.65 0.96
C 15.91123 10.73683 5.01135 -2.29 1.28 1.41
C 14.66452 11.44609 4.42472 0.97 0.82 1.55
O 13.50624 10.68922 4.45342 -0.66 -0.91 -0.67
O 16.55575 9.95955 4.07435 -1.90 -12.35 10.66
H 15.61647 10.10234 5.84719 -0.33 -0.06 -0.18
H 16.62994 11.48009 5.35649 -0.66 -1.21 -1.41
H 14.96420 11.96491 3.51415 -0.78 -0.76 -0.40
H 14.40292 12.26012 5.10076 0.31 0.18 0.39
H 13.59600 9.96957 3.82442 -0.15 -0.12 -0.19
H 16.88983 9.16095 4.48935 0.23 -0.37 -0.14
C 22.68777 13.27240 5.93335 2.61 0.25 -1.79
C 23.16495 11.83961 5.63884 1.94 1.26 -1.38
O 22.23533 10.96001 6.21790 5.21 -10.85 -13.59
O 23.56095 14.26917 5.39608 0.90 -0.19 0.45
H 22.61966 13.40886 7.01262 1.40 -3.89 -4.11
H 21.68188 13.45646 5.55602 2.07 0.37 0.35
H 24.11055 11.58811 6.11913 0.28 0.39 -0.15
H 23.26906 11.62998 4.57427 -0.07 0.09 -0.08
H 21.75992 10.51170 5.51463 -0.17 -0.19 -0.34
H 23.34741 14.45354 4.47846 -0.23 -0.12 0.04
C 17.16212 12.44906 3.25929 0.52 0.43 -2.01
C 18.60020 12.31570 3.77494 -2.45 -1.48 -0.67
O 19.48630 11.78988 2.80629 0.46 0.62 -0.37
O 16.73675 11.23565 2.68387 1.10 8.00 -7.53
H 17.17537 13.22206 2.49093 0.11 0.09 -0.40
H 16.42983 12.83914 3.96617 0.63 0.13 0.38
H 18.54448 11.57020 4.56817 0.15 0.09 0.05
H 18.94341 13.24199 4.23569 -1.27 0.45 -1.68
H 19.18102 10.89010 2.66923 -0.15 0.01 -0.40
H 16.71775 10.55442 3.36000 2.24 2.68 -5.42
C 22.46964 11.30133 9.97378 0.67 -0.36 -0.84
C 22.87734 11.60258 8.49163 0.81 -0.54 1.23
O 21.74654 11.83416 7.71969 1.77 3.04 16.22
O 21.76429 10.08752 10.07245 -0.05 -0.82 -0.24
H 21.79778 12.08374 10.32671 1.83 -2.69 -1.51
H 23.30274 11.22384 10.67237 0.68 0.37 -0.24
H 23.49672 10.79285 8.10588 -0.17 -0.62 -0.04
H 23.51610 12.47643 8.36323 0.54 -0.14 0.67
H 21.83336 11.58131 6.79766 -3.13 2.12 1.54
H 22.43125 9.42468 9.87909 -0.27 -0.54 -0.02
C 17.81919 15.04303 5.78981 1.05 0.79 0.41
C 18.33031 15.81040 7.06381 -0.44 -0.58 -1.43
O 19.73947 16.03309 6.92009 -4.36 3.21 -5.16
O 17.61795 15.87064 4.67211 -0.49 0.98 -0.18
H 16.90670 14.48407 5.99723 0.54 0.71 -0.37
H 18.63044 14.37648 5.49710 -0.48 0.23 0.35
H 18.29456 15.19745 7.96444 -0.19 0.73 -0.05
H 17.64046 16.64827 7.16478 0.62 0.67 0.29
H 19.87744 16.64871 6.19651 -0.10 0.46 -0.57
H 18.47338 16.01813 4.26213 -0.03 0.05 -0.13
C 15.98653 13.81594 8.29539 0.95 -1.13 0.48
C 16.20498 12.28384 8.44711 -1.07 -0.26 1.08
O 16.49863 11.66270 7.21319 -9.39 -9.13 12.86
O 15.09662 14.10706 7.27818 -1.06 0.01 -0.37
H 16.93916 14.31203 8.10970 -0.36 -0.21 0.38
H 15.54850 14.17474 9.22678 0.13 0.02 0.03
H 15.28596 11.84559 8.83625 -0.17 0.03 0.13
H 17.05555 11.97493 9.05473 -1.14 0.27 0.35
H 16.86368 10.78773 7.36408 0.04 0.00 -0.10
H 15.38936 13.65281 6.48472 -0.10 0.09 -0.31
```
Forces are in eV/Å.

Summary:
- Energy relative to the best compared isomer or geometry (same formula, charge and spin): 3502.7 kJ/mol
- Calculated total energy: -56356.6476 eV
- Total charge: 0
- Highest occupied orbital energy: -0.296 hartree
- Orbital gap: 7.624 eV

=====

Density functional theory data (ωB97M-V with the def2-TZVPD basis set) for a 9-piece molecular cluster, C18H54O9 overall in a non-equilibrium geometry.

The geometry in XYZ format:
```
81
Properties=species:S:1:pos:R:3:forces:R:3
C -10.74020 6.22988 -26.79622 -0.69 0.41 -0.53
C -12.25875 6.61065 -26.88079 2.15 -0.72 -0.45
C -12.89146 6.24670 -28.18011 0.17 1.07 -1.40
O -12.97967 5.98061 -25.86934 -0.66 0.04 1.34
H -10.09091 6.93554 -27.31445 -0.24 0.33 -0.06
H -10.55649 5.29854 -27.33190 -0.03 -0.40 0.50
H -10.41682 6.24084 -25.75535 0.01 -0.36 0.00
H -12.27773 7.69734 -26.79807 -0.47 0.12 0.46
H -12.95388 5.20151 -28.48310 -0.08 -0.12 0.65
H -12.30121 6.72303 -28.96293 0.01 0.15 -0.29
H -13.85872 6.74870 -28.20254 -0.26 -0.42 -0.17
H -12.48830 5.22218 -25.54539 0.04 -0.02 -0.01
C -9.69029 9.82308 -22.78301 0.48 -1.34 -0.41
C -10.05583 9.63726 -21.29789 0.65 2.61 -0.85
C -8.88741 9.22628 -20.47508 2.23 -1.96 0.79
O -10.34932 10.95879 -20.84102 -0.53 0.22 1.11
H -10.52986 10.01762 -23.45037 -0.17 -0.06 0.37
H -9.18806 8.92698 -23.14751 -0.20 -0.40 -0.16
H -8.94382 10.58587 -23.00445 -0.09 0.38 0.69
H -10.91380 8.97607 -21.17621 -0.04 -0.11 -0.01
H -8.40372 8.34604 -20.89853 -0.23 -0.46 -0.30
H -8.97120 8.93360 -19.42846 -1.26 0.03 0.07
H -8.00356 9.85249 -20.35355 -0.45 1.10 -0.83
H -10.65220 11.51969 -21.55883 -0.35 -0.19 -0.39
C -16.44160 8.17119 -18.56981 -1.46 0.88 1.33
C -15.49956 6.98363 -18.52674 -0.54 1.25 0.73
C -16.26035 5.67581 -18.48374 0.56 -0.33 -0.61
O -14.63527 7.21799 -19.58029 0.98 -0.96 -1.34
H -17.19112 8.08518 -19.35653 0.02 -0.26 -0.20
H -16.04018 9.18070 -18.65835 0.93 -0.33 -0.42
H -17.00731 8.32659 -17.65116 -0.32 -0.59 0.25
H -14.88521 7.00263 -17.62656 0.02 0.16 0.17
H -16.90118 5.77833 -17.60800 -0.11 -0.71 -0.08
H -15.56214 4.83894 -18.46773 0.14 -0.02 0.85
H -16.80545 5.39876 -19.38608 -0.58 0.74 -0.09
H -15.21347 7.55929 -20.26644 0.39 0.24 -0.44
C -14.55804 12.10762 -25.39658 -1.21 -1.13 -0.95
C -14.70091 13.54342 -25.74936 -0.05 1.94 0.80
C -13.86740 14.01155 -26.90047 0.93 0.02 0.02
O -16.01172 14.04779 -26.00750 -1.16 -1.26 0.19
H -13.50476 11.84389 -25.49223 -0.09 -0.06 0.30
H -15.13950 11.48705 -26.07841 0.13 -0.23 -0.31
H -14.96963 11.86343 -24.41726 0.33 0.18 0.19
H -14.41071 13.99810 -24.80219 0.63 0.76 -0.09
H -13.96427 15.09036 -27.02255 0.06 0.06 0.04
H -14.17389 13.56092 -27.84445 0.01 -0.22 0.08
H -12.82280 13.78886 -26.68291 0.20 0.01 -0.33
H -16.00147 15.00766 -25.99565 0.25 -0.06 0.06
C -10.37054 10.72929 -26.27035 -1.72 -0.54 0.17
C -9.35780 11.74815 -26.69704 -0.66 0.11 -0.62
C -8.26118 11.85300 -25.71228 1.37 -0.26 1.60
O -8.88382 11.37013 -27.99054 0.52 -0.02 0.35
H -9.98899 9.71982 -26.11708 0.50 0.04 -0.06
H -11.15751 10.63201 -27.01823 0.13 0.04 -0.41
H -10.95523 10.95455 -25.37844 0.43 0.50 0.32
H -9.82736 12.72065 -26.84491 -0.15 0.05 0.13
H -7.83218 10.89662 -25.41330 -0.23 -0.69 -0.40
H -8.62338 12.18443 -24.73911 -0.11 0.56 -0.12
H -7.35832 12.39779 -25.98822 -0.41 0.62 -0.30
H -8.12630 10.83809 -27.73617 0.31 -0.33 -0.73
C -12.87202 12.73370 -21.88473 0.42 0.45 0.08
O -12.11311 12.04595 -22.83676 0.68 -0.39 -0.67
H -13.82391 12.96023 -22.36502 -0.31 0.43 0.61
H -12.95606 12.10588 -20.99767 -0.42 0.21 0.23
H -12.27446 13.61204 -21.64071 -0.53 0.29 0.17
H -12.59367 11.21551 -22.86891 0.14 -0.80 -0.35
C -16.47989 7.84592 -26.47784 -0.38 -0.60 -0.10
O -16.53067 9.22175 -26.81304 0.18 -0.18 -0.14
H -16.44174 7.25082 -27.39026 0.22 -0.21 0.04
H -15.62955 7.57841 -25.85057 0.15 0.20 -0.03
H -17.39414 7.53031 -25.97521 -0.10 0.14 0.22
H -16.50545 9.20727 -27.77260 -0.02 0.61 0.04
C -13.30371 9.17596 -24.16116 0.14 -0.53 0.44
O -13.52521 9.66958 -22.85776 0.53 0.60 0.18
H -14.27831 9.10980 -24.64476 0.26 0.03 -0.71
H -12.58270 9.82292 -24.66086 -0.37 -0.01 -0.21
H -12.85898 8.18760 -24.04520 0.03 -0.20 -0.56
H -14.02826 8.98277 -22.41409 -0.20 0.24 0.59
O -15.77551 8.74258 -21.87105 -0.13 -0.45 0.25
H -16.09567 9.48720 -22.38023 -0.08 0.42 -0.09
H -16.08804 7.97367 -22.34784 -0.25 -0.32 -0.20
```
Forces are in eV/Å.

Summary:
- Energy relative to the best compared isomer or geometry (same formula, charge and spin): 392.5 kJ/mol
- Calculated total energy: -37965.7975 eV
- Total charge: 0
- Highest occupied orbital energy: -0.351 hartree
- Orbital gap: 9.692 eV